Molecular formula: C5H6O2
Method: DFT, the ωB97M-V functional and the def2-TZVPD basis

Largest force on an atom (eV Å⁻¹): 0.53
Net charge: 0
M (g/mol): 98.1
Kohn-Sham gap (eV): 7.469
Lowest unoccupied orbital energy (hartree): -0.034

Structure (XYZ):
```
13
Properties=species:S:1:pos:R:3:lowdin_charge:R:1
C 0.280 0.170 0.091 -0.280
H 2.146 -2.167 1.511 -0.010
H -0.701 0.927 -2.942 0.153
H -0.889 1.850 0.744 0.098
C 1.585 -1.212 1.619 0.094
H -0.250 0.775 2.055 0.087
O 0.241 0.624 -1.213 0.035
C -0.653 0.825 1.041 -0.005
H -1.584 0.244 1.006 0.107
H 1.387 -1.394 -0.606 0.107
C 1.121 -0.878 0.318 -0.194
C -0.860 0.432 -1.975 -0.301
O -1.823 -0.197 -1.647 0.109
```